# C2H8N2PS

2 unconnected molecules or ions with the total composition C2H8N2PS at a distorted geometry (the ωB97M-V functional and the def2-TZVPD basis, the OMol25 dataset).

Computed properties:
- DFT total energy: -25299.2565 eV
- Total charge: +1
- Kohn-Sham gap: 9.622 eV
- HOMO level: -13.855 eV
- Spin multiplicity: 1
- LUMO: -4.23 eV
- Energy above the lowest of the compared OMol25 structures with the same formula, charge and spin: 2.122 eV

Last column: natural (NBO) charge in e.
Atoms and positions in Å:
C1 -1.170 1.428 -0.178  -0.739
C2 -0.905 -1.412 -0.301  0.050
N1 1.824 0.930 -0.365  -1.086
N2 -1.227 -2.599 -0.366  -0.653
P1 2.648 -0.319 0.203  0.809
S1 -2.107 -0.181 -0.235  0.375
H1 -1.349 1.958 -1.130  0.250
H2 -0.073 1.209 -0.074  0.290
H3 -1.606 2.002 0.696  0.255
H4 0.139 -1.194 -0.270  0.236
H5 -2.118 -3.121 -0.343  0.462
H6 2.400 1.767 -0.602  0.395
H7 -0.323 -3.080 -0.336  0.431
H8 3.978 0.080 0.318  -0.076

---

# C2H8N2PS

A gas-phase ion, C2H8N2PS (charge +1) at a distorted geometry (the ωB97M-V functional and the def2-TZVPD basis, the OMol25 dataset).

Computed properties:
- DFT total energy: -25301.3789 eV
- Total charge: +1
- Kohn-Sham gap: 10.596 eV
- HOMO level: -14.276 eV
- Spin multiplicity: 1
- LUMO: -3.68 eV
- Energy above the lowest of the compared OMol25 structures with the same formula, charge and spin: 0.000 eV

Last column: natural (NBO) charge in e.
Atoms and positions in Å:
C1 -0.691 -0.266 -0.801  0.339
C2 0.036 2.364 -0.156  -0.751
N1 0.412 -0.661 0.070  -0.860
N2 -1.380 -1.235 -1.362  -0.727
P1 0.774 -2.328 0.472  0.525
S1 -1.098 1.357 -1.142  0.412
H1 -0.242 3.392 -0.382  0.278
H2 1.064 2.198 -0.462  0.245
H3 -0.117 2.184 0.905  0.247
H4 0.910 0.115 0.476  0.423
H5 -1.108 -2.201 -1.208  0.437
H6 -2.139 -1.033 -1.995  0.439
H7 0.434 -2.215 1.830  -0.012
H8 2.122 -2.055 0.720  0.005

---

# C2H8N2S

A molecular structure, C2H8N2S (the ωB97M-V functional and the def2-TZVPD basis, the OMol25 dataset).

Computed properties:
- DFT total energy: -16018.1351 eV
- Total charge: 0
- Kohn-Sham gap: 7.517 eV
- HOMO level: -7.093 eV
- Spin multiplicity: 1
- LUMO: 0.42 eV
- Energy above the lowest of the compared OMol25 structures with the same formula, charge and spin: 0.660 eV

Last column: natural (NBO) charge in e.
Atoms and positions in Å:
C1 -0.009 -2.874 0.389  -0.702
S1 0.161 -1.077 0.631  -0.554
H1 0.825 -3.338 0.915  0.210
H2 -0.888 -3.235 0.912  0.200
H3 -0.066 -3.116 -0.663  0.202
N1 1.047 1.978 0.223  -0.762
C2 -0.090 2.136 -0.463  0.368
N2 -0.756 1.143 -0.955  -0.723
H4 1.220 1.032 0.577  0.438
H5 1.248 2.709 0.882  0.397
H6 -0.427 3.127 -0.685  0.182
H7 -1.614 1.407 -1.403  0.389
H8 -0.651 0.108 -0.360  0.354

---

# C2H8N2S

A single C2H8N2S molecule at a distorted geometry (the ωB97M-V functional and the def2-TZVPD basis, the OMol25 dataset).

Computed properties:
- SMILES: CS(C)(=N)=N
- DFT total energy: -16014.2930 eV
- Total charge: 0
- Kohn-Sham gap: 9.135 eV
- HOMO level: -8.724 eV
- Spin multiplicity: 1
- LUMO: 0.41 eV
- Energy above the lowest of the compared OMol25 structures with the same formula, charge and spin: 4.502 eV

Last column: natural (NBO) charge in e.
Atoms and positions in Å:
C1 -0.172 -0.829 1.416  -0.668
S1 -0.666 0.168 -0.511  1.655
C2 1.045 0.491 -1.204  -0.827
N1 -1.471 1.485 -0.304  -1.110
N2 -1.617 -0.787 -1.277  -1.154
H1 -0.424 -0.051 2.102  0.209
H2 -0.890 -1.660 1.396  0.237
H3 0.892 -1.039 1.270  0.206
H4 1.706 -0.330 -1.732  0.248
H5 1.070 1.362 -1.971  0.253
H6 1.434 0.769 -0.318  0.206
H7 -1.026 2.228 0.270  0.357
H8 -1.456 -1.053 -2.244  0.387

---

# C2H8N2S

A single C2H8N2S molecule at a distorted geometry (the ωB97M-V functional and the def2-TZVPD basis, the OMol25 dataset).

Computed properties:
- DFT total energy: -16015.5898 eV
- Total charge: 0
- Kohn-Sham gap: 8.553 eV
- HOMO level: -8.002 eV
- Spin multiplicity: 1
- LUMO: 0.55 eV
- Energy above the lowest of the compared OMol25 structures with the same formula, charge and spin: 3.206 eV

Last column: natural (NBO) charge in e.
Atoms and positions in Å:
C1 -0.811 0.972 0.811  -0.626
C2 -0.003 0.692 -0.442  -0.527
N1 0.885 -0.478 -2.835  -0.865
N2 0.839 -1.793 -0.011  -0.996
S1 -0.253 -0.998 -1.065  0.815
H1 -0.445 0.380 1.646  0.217
H2 -0.741 2.024 1.067  0.220
H3 -1.858 0.730 0.645  0.209
H4 1.069 0.788 -0.276  0.236
H5 -0.289 1.337 -1.270  0.248
H6 0.520 -1.181 -3.479  0.284
H7 1.752 -1.908 -0.447  0.401
H8 0.470 -2.697 0.268  0.384

---

# C2H8N2S2

2 unconnected molecules or ions with the total composition C2H8N2S2 at a distorted geometry (the ωB97M-V functional and the def2-TZVPD basis, the OMol25 dataset).

Computed properties:
- DFT total energy: -26851.7617 eV
- Total charge: 0
- Kohn-Sham gap: 8.102 eV
- HOMO level: -7.522 eV
- Spin multiplicity: 1
- LUMO: 0.58 eV
- Energy above the lowest of the compared OMol25 structures with the same formula, charge and spin: 2.682 eV

Last column: natural (NBO) charge in e.
Atoms and positions in Å:
C1 -1.592 -0.913 -0.534  -0.436
C2 -0.521 1.012 0.379  -0.192
N1 0.620 -0.931 0.423  -0.644
N2 -0.451 -0.266 0.113  -0.065
S1 -1.781 2.059 -0.251  -0.001
S2 3.242 0.961 -0.202  -0.372
H1 -1.404 -0.978 -1.607  0.229
H2 -1.718 -1.918 -0.131  0.224
H3 -2.500 -0.337 -0.367  0.220
H4 0.328 1.484 0.837  0.237
H5 0.487 -1.929 0.289  0.324
H6 2.237 0.096 0.048  0.191
H7 -1.060 3.173 -0.169  0.149
H8 3.990 0.423 0.752  0.136

---

# C2H8N2Se4Zr

A molecular structure, C2H8N2Se4Zr (the ωB97M-V functional and the def2-TZVPD basis, the OMol25 dataset).

Computed properties:
- DFT total energy: -267836.0858 eV
- Total charge: +2
- Kohn-Sham gap: 6.977 eV
- HOMO level: -16.205 eV
- Spin multiplicity: 1
- LUMO: -9.23 eV

Last column: natural (NBO) charge in e.
Atoms and positions in Å:
Zr1 1.189 0.934 -0.161  1.427
N1 -1.024 0.434 -0.897  -0.903
C1 -1.805 -0.495 -0.023  -0.243
C2 -0.875 -1.609 0.387  -0.243
N2 0.337 -0.973 0.990  -0.903
H1 -1.574 1.269 -1.099  0.429
H2 -0.924 -0.001 -1.817  0.419
H3 -2.682 -0.871 -0.548  0.256
H4 -2.147 0.075 0.842  0.222
H5 -0.547 -2.190 -0.477  0.222
H6 -1.345 -2.291 1.094  0.256
H7 1.049 -1.681 1.170  0.429
H8 0.095 -0.651 1.929  0.419
Se1 3.036 0.755 1.695  -0.132
Se2 2.868 2.815 0.704  0.239
Se3 3.228 1.970 -1.531  0.239
Se4 1.122 2.510 -2.259  -0.132

---

# C2H8N3

A gas-phase ion, C2H8N3 (charge +1) at a distorted geometry (the ωB97M-V functional and the def2-TZVPD basis, the OMol25 dataset).

Computed properties:
- SMILES: C=NNC[NH3+]
- DFT total energy: -6664.9080 eV
- Total charge: +1
- Kohn-Sham gap: 10.691 eV
- HOMO level: -13.992 eV
- Spin multiplicity: 1
- LUMO: -3.30 eV
- Energy above the lowest of the compared OMol25 structures with the same formula, charge and spin: 3.721 eV

Last column: natural (NBO) charge in e.
Atoms and positions in Å:
C1 2.160 0.501 0.216  -0.039
N1 0.929 0.192 -0.001  -0.296
N2 0.258 -0.968 -0.284  -0.440
C2 -1.098 -0.771 0.026  -0.059
N3 -1.399 0.647 -0.218  -0.749
H1 2.407 1.545 0.372  0.213
H2 3.013 -0.099 0.295  0.200
H3 0.797 -1.828 -0.270  0.425
H4 -1.935 -1.238 -0.547  0.239
H5 -1.248 -1.026 1.046  0.203
H6 -0.229 0.885 -0.303  0.441
H7 -1.681 1.216 0.611  0.433
H8 -1.972 0.945 -0.944  0.430

---

# C2H8N3

2 unconnected molecules or ions with the total composition C2H8N3 at a distorted geometry (the ωB97M-V functional and the def2-TZVPD basis, the OMol25 dataset).

Computed properties:
- DFT total energy: -6664.4105 eV
- Total charge: +1
- Kohn-Sham gap (alpha / beta): 8.845 / 8.844 eV
- HOMO level (alpha / beta): -13.844 / -13.843 eV
- Spin multiplicity: 1
- LUMO (alpha / beta): -5.00 / -5.00 eV
- Energy above the lowest of the compared OMol25 structures with the same formula, charge and spin: 4.219 eV

Last column: natural (NBO) charge in e.
Atoms and positions in Å:
C1 -1.678 0.378 0.869  -0.551
C2 -1.509 -0.989 -0.186  -0.352
N1 0.826 -1.324 -0.461  0.376
N2 2.775 0.036 0.209  -1.098
N3 -0.253 -1.293 -0.448  0.123
H1 -1.058 -0.015 1.650  0.222
H2 -1.200 1.326 0.428  0.247
H3 -2.741 0.649 1.138  0.273
H4 -2.036 -0.683 -1.191  0.308
H5 -1.988 -1.841 0.222  0.287
H6 3.240 -0.476 0.959  0.384
H7 3.387 -0.205 -0.622  0.385
H8 2.693 1.117 0.354  0.397

---

# C2H8N3

2 unconnected molecules or ions with the total composition C2H8N3 at a distorted geometry (the ωB97M-V functional and the def2-TZVPD basis, the OMol25 dataset).

Computed properties:
- DFT total energy: -6652.6441 eV
- Total charge: +2
- Kohn-Sham gap (alpha / beta): 9.481 / 5.410 eV
- HOMO level (alpha / beta): -19.780 / -19.775 eV
- Spin multiplicity: 2
- LUMO (alpha / beta): -10.30 / -14.36 eV
- Energy above the lowest of the compared OMol25 structures with the same formula, charge and spin: 1.078 eV

Last column: natural (NBO) charge in e.
Atoms and positions in Å:
C1 -0.631 -0.997 -2.742  0.096
N1 -0.927 -0.992 -1.473  -0.161
H1 0.209 -0.425 -3.058  0.288
H2 -1.140 -1.575 -3.458  0.318
H3 -1.757 -1.454 -1.128  0.455
H4 -0.160 0.964 0.034  0.361
N2 0.568 -0.416 1.815  -0.672
C2 0.795 0.877 1.738  0.418
N3 0.262 1.544 0.684  -0.693
H5 0.066 -0.882 1.047  0.402
H6 0.959 -0.927 2.527  0.450
H7 1.189 1.569 2.471  0.278
H8 0.334 2.499 0.409  0.460

---

# C2H8N3O

2 unconnected molecules or ions with the total composition C2H8N3O at a distorted geometry (the ωB97M-V functional and the def2-TZVPD basis, the OMol25 dataset).

Computed properties:
- DFT total energy: -8717.4469 eV
- Total charge: -1
- Kohn-Sham gap (alpha / beta): 6.707 / 6.708 eV
- HOMO level (alpha / beta): -2.338 / -2.338 eV
- Spin multiplicity: 1
- LUMO (alpha / beta): 4.37 / 4.37 eV
- Energy above the lowest of the compared OMol25 structures with the same formula, charge and spin: 4.733 eV

Last column: natural (NBO) charge in e.
Atoms and positions in Å:
C1 -1.819 -0.348 0.012  -0.635
C2 -0.498 0.363 -0.200  -0.279
N1 2.612 0.088 0.547  -0.736
N2 2.155 0.476 -0.751  -0.498
N3 0.503 -0.554 -0.829  -0.082
O1 0.790 -1.497 -0.033  -0.660
H1 -1.709 -1.012 0.867  0.210
H2 -2.729 0.244 0.135  0.183
H3 -2.077 -1.018 -0.747  0.202
H4 -0.514 1.273 -0.916  0.180
H5 0.010 0.812 0.799  0.144
H6 2.271 0.783 1.239  0.309
H7 2.006 -0.962 0.658  0.355
H8 2.442 -0.273 -1.372  0.308

---

# C2H8N3O

A gas-phase ion, C2H8N3O (charge +1) at a distorted geometry (the ωB97M-V functional and the def2-TZVPD basis, the OMol25 dataset).

Computed properties:
- SMILES: CN[N+](=O)NC
- DFT total energy: -8708.7113 eV
- Total charge: +1
- Kohn-Sham gap (alpha / beta): 9.716 / 9.714 eV
- HOMO level (alpha / beta): -15.551 / -15.550 eV
- Spin multiplicity: 1
- LUMO (alpha / beta): -5.84 / -5.84 eV
- Energy above the lowest of the compared OMol25 structures with the same formula, charge and spin: 7.764 eV

Last column: natural (NBO) charge in e.
Atoms and positions in Å:
C1 1.391 1.941 0.043  -0.469
N1 0.880 0.688 0.593  -0.264
N2 -0.117 0.088 -0.023  0.428
O1 -0.569 0.775 -1.376  -0.389
N3 -0.718 -0.915 0.528  -0.260
C2 -1.739 -1.730 -0.102  -0.451
H1 0.443 2.576 -0.072  0.260
H2 2.074 2.602 0.661  0.275
H3 1.801 1.860 -0.961  0.265
H4 1.130 0.283 1.449  0.409
H5 -0.264 -1.151 1.388  0.409
H6 -1.868 -2.507 0.662  0.247
H7 -2.731 -1.213 -0.342  0.274
H8 -1.392 -2.133 -1.128  0.268